Entry 1:
Computed, not measured: a 2-piece molecular cluster, C6H14N2O2 overall, with ωB97M-V/def2-TZVPD.

Each line ends with the natural charge from an NBO analysis.
Cartesian coordinates (Å):
C  -0.157268  0.317991  -2.200354  -0.41
N  1.042167  -0.082508  -1.478658  -0.67
C  1.518166  -1.363333  -1.890963  0.67
C  2.357212  -2.041780  -0.980806  -0.72
O  1.211948  -1.825900  -3.002325  -0.60
H  -0.870634  1.059634  -1.614205  0.18
H  0.034515  0.865363  -3.007069  0.19
H  -0.789554  -0.523584  -2.611132  0.22
H  1.141693  0.480997  -0.580318  0.41
H  2.079858  -1.885260  0.081971  0.22
H  3.340274  -1.579903  -1.085139  0.25
H  2.492529  -3.112069  -1.021801  0.25
C  -0.884898  2.349771  0.543988  -0.41
N  -1.760030  1.296206  1.253131  -0.63
C  -0.850757  0.586501  2.113750  0.66
C  -1.245542  -0.778466  2.571601  -0.72
O  0.022802  1.155292  2.749934  -0.59
H  -0.864208  3.204072  1.256178  0.23
H  0.113217  1.953533  0.192965  0.18
H  -1.450009  2.549584  -0.391731  0.20
H  -2.426942  0.872075  0.763690  0.38
H  -1.311911  -1.483310  1.816966  0.22
H  -0.519710  -1.147154  3.461052  0.24
H  -2.222907  -0.867755  3.059265  0.24

Forces on atoms 1 to 6 (eV/Å):
-3.205 -0.534 2.788
-1.052 -0.145 0.216
-2.449 1.309 -2.424
2.275 -0.693 3.475
0.245 1.104 1.952
1.599 -1.924 -0.645

Calculated values
**Relative energy (zero: lowest compared OMol25 entry of this formula, charge and spin)**: 295.79 kJ/mol
**E**: -496.94487 Eh
**SMILES**: CNC(C)=O.CNC(C)=O
**Largest force on an atom**: 8.27 eV/Å
**E_HOMO**: -0.358 hartree

***

Entry 2:
Computed, not measured: a 2-piece molecular cluster, C6H14N2O2 overall, with ωB97M-V/def2-TZVPD.

Each line ends with the natural charge from an NBO analysis.
Cartesian coordinates (Å):
C  0.749023  -1.891374  0.996102  -0.44
N  0.405974  -0.885819  2.066729  -0.59
C  0.766594  0.371553  2.123781  0.66
C  0.168884  1.266873  3.184498  -0.71
O  1.484783  0.888676  1.250296  -0.65
H  -0.145898  -2.391894  0.530222  0.20
H  1.207739  -1.468831  0.168215  0.23
H  1.532604  -2.712829  1.293443  0.21
H  -0.250303  -1.337377  2.609397  0.40
H  -0.508755  2.074143  2.826334  0.25
H  -0.485749  0.802544  3.916095  0.21
H  0.948455  1.642531  3.831592  0.24
C  0.810348  1.416510  -1.910783  -0.42
N  -0.201546  0.571073  -1.302530  -0.65
C  -1.044911  -0.271215  -2.097139  0.67
C  -1.925019  -1.231730  -1.309416  -0.72
O  -1.080428  -0.112586  -3.326893  -0.62
H  0.853751  2.229484  -1.173614  0.23
H  1.585409  0.884148  -2.314680  0.20
H  0.380169  2.036168  -2.751762  0.20
H  -0.185073  0.507436  -0.257058  0.41
H  -2.441638  -0.769245  -0.448074  0.22
H  -2.876449  -1.371047  -1.908070  0.25
H  -1.429607  -2.094423  -0.980917  0.22

Forces on atoms 1 to 6 (eV/Å):
0.541 -1.617 1.008
0.742 -3.714 -2.569
0.532 3.053 -1.603
-1.054 0.015 1.048
-0.435 -0.675 0.996
0.627 0.492 1.233

Calculated values
**Relative energy (zero: lowest compared OMol25 entry of this formula, charge and spin)**: 206.46 kJ/mol
**E**: -496.97889 Eh
**SMILES**: CNC(C)=O.CNC(C)=O
**Largest force on an atom**: 5.12 eV/Å
**E_HOMO**: -0.337 hartree

***

Entry 3:
Computed, not measured: a 2-piece molecular cluster, C6H14N2O2 overall, with ωB97M-V/def2-TZVPD.

Each line ends with the natural charge from an NBO analysis.
Cartesian coordinates (Å):
C  -1.150020  -1.941389  -1.342264  -0.41
N  -1.480040  -0.774839  -2.137524  -0.62
C  -0.529631  0.148080  -2.453614  0.67
C  -1.016470  1.313400  -3.288663  -0.72
O  0.633079  0.026810  -2.079324  -0.64
H  -2.058290  -2.552038  -1.205354  0.21
H  -0.770541  -1.647679  -0.349114  0.20
H  -0.384341  -2.557149  -1.843444  0.21
H  -2.438370  -0.638169  -2.468374  0.40
H  -1.804990  1.875900  -2.760984  0.23
H  -0.169891  1.993060  -3.483503  0.25
H  -1.418760  0.966430  -4.255313  0.23
C  2.512618  -0.855809  2.564384  -0.41
N  1.477669  -0.037009  1.963845  -0.63
C  0.612989  0.676270  2.737484  0.67
C  -0.414921  1.485720  1.975575  -0.71
O  0.677849  0.652160  3.963004  -0.63
H  3.095318  -1.342849  1.764485  0.20
H  2.074168  -1.638179  3.206474  0.20
H  3.196868  -0.242519  3.174544  0.21
H  1.391239  0.009201  0.945555  0.41
H  -1.050480  0.833010  1.353765  0.22
H  -1.057250  2.018910  2.696495  0.24
H  0.072209  2.228670  1.321855  0.23

Forces on atoms 1 to 6 (eV/Å):
-0.090 -0.387 0.181
-0.493 0.237 -0.253
0.283 -0.172 0.173
0.149 0.439 -0.238
-0.631 0.086 -0.091
0.401 0.300 -0.068

Calculated values
**Relative energy (zero: lowest compared OMol25 entry of this formula, charge and spin)**: 45.15 kJ/mol
**E**: -497.04033 Eh
**SMILES**: CNC(C)=O.CNC(C)=O
**Largest force on an atom**: 0.85 eV/Å
**E_HOMO**: -0.347 hartree

***

Entry 4:
Computed, not measured: a 2-piece molecular cluster, C6H14N2O2 overall, with ωB97M-V/def2-TZVPD.

Each line ends with the natural charge from an NBO analysis.
Cartesian coordinates (Å):
C  -2.076603  -1.052517  1.066807  -0.42
N  -2.508305  -0.095958  0.049079  -0.60
C  -1.673870  0.742654  -0.603632  0.68
C  -2.289043  1.492321  -1.765308  -0.71
O  -0.525497  0.983152  -0.258223  -0.65
H  -2.649516  -0.891398  1.977240  0.20
H  -2.190247  -2.073610  0.721927  0.20
H  -1.036504  -0.835143  1.286742  0.22
H  -3.387693  -0.312405  -0.387487  0.39
H  -1.596827  1.467263  -2.604543  0.24
H  -3.261182  1.145283  -2.093809  0.21
H  -2.398958  2.540715  -1.473339  0.24
C  1.742950  -0.118850  2.161768  -0.41
N  1.731028  -0.613379  0.794286  -0.63
C  2.779383  -0.266739  -0.014005  0.68
C  2.436807  -0.367603  -1.469363  -0.73
O  3.875895  0.004782  0.425340  -0.61
H  0.923347  -0.551535  2.729503  0.19
H  2.675146  -0.374393  2.637265  0.22
H  1.598698  0.960560  2.212037  0.19
H  0.818076  -0.659514  0.365651  0.40
H  2.079944  -1.336033  -1.814686  0.23
H  1.675757  0.351232  -1.781364  0.24
H  3.257213  -0.138885  -2.161886  0.23

Forces on atoms 1 to 6 (eV/Å):
0.061 0.862 -0.025
-0.132 -0.896 0.101
-0.020 0.718 -0.157
0.150 0.351 -0.035
-0.228 -0.467 0.039
-0.034 -0.153 0.080

Calculated values
**Relative energy (zero: lowest compared OMol25 entry of this formula, charge and spin)**: 57.94 kJ/mol
**E**: -497.03546 Eh
**SMILES**: CNC(C)=O.CNC(C)=O
**Largest force on an atom**: 1.96 eV/Å
**E_HOMO**: -0.334 hartree

***

Entry 5:
Computed, not measured: a 2-piece molecular cluster, C6H14N2O2 overall, with ωB97M-V/def2-TZVPD.

Each line ends with the natural charge from an NBO analysis.
Cartesian coordinates (Å):
C  -1.608470  1.311715  2.607577  -0.42
N  -0.181437  1.177980  2.927393  -0.62
C  0.685591  1.024068  1.879210  0.68
C  2.124219  1.079831  2.213896  -0.72
O  0.266529  0.922319  0.734793  -0.65
H  -2.131808  0.359604  2.550015  0.20
H  -2.129821  1.956027  3.316677  0.20
H  -1.708793  1.794720  1.640519  0.23
H  -0.030012  1.183799  3.918161  0.41
H  2.485978  0.162631  2.689810  0.24
H  2.828246  1.203805  1.389169  0.24
H  2.442161  1.907856  2.855001  0.23
C  1.070904  0.076960  -2.877799  -0.42
N  0.405522  -0.595421  -1.761832  -0.64
C  -0.625506  -1.435709  -2.100077  0.67
C  -1.265160  -2.136090  -0.937400  -0.72
O  -0.937431  -1.654472  -3.251831  -0.63
H  1.392345  -0.661703  -3.611668  0.21
H  0.404138  0.778431  -3.372603  0.20
H  1.996680  0.535325  -2.526190  0.19
H  0.580137  -0.142927  -0.871983  0.44
H  -1.208811  -1.556173  0.005746  0.21
H  -2.340814  -2.175380  -1.066018  0.24
H  -0.637829  -2.985436  -0.671179  0.24

Forces on atoms 1 to 6 (eV/Å):
-0.036 0.208 -0.279
-1.633 0.097 -0.753
-0.429 0.531 0.447
2.237 -0.086 0.458
0.123 -0.106 0.201
0.071 -0.161 0.052

Calculated values
**Relative energy (zero: lowest compared OMol25 entry of this formula, charge and spin)**: 90.82 kJ/mol
**E**: -497.02294 Eh
**SMILES**: CNC(C)=O.CNC(C)=O
**Largest force on an atom**: 2.29 eV/Å
**E_HOMO**: -0.330 hartree

***

Entry 6:
Computed, not measured: a 2-piece molecular cluster, C6H14N2O2 overall, with ωB97M-V/def2-TZVPD.

Each line ends with the natural charge from an NBO analysis.
Cartesian coordinates (Å):
C  0.436916  1.717219  -1.834660  -0.42
N  1.010144  1.013215  -0.660045  -0.65
C  2.100612  0.243965  -0.949830  0.66
C  2.874131  -0.218073  0.254412  -0.72
O  2.383587  -0.137334  -2.063621  -0.61
H  1.125909  2.520499  -2.059291  0.21
H  0.358329  1.098286  -2.737361  0.23
H  -0.587769  1.955277  -1.592825  0.20
H  0.714037  1.140284  0.287578  0.41
H  2.496598  -1.110513  0.772680  0.23
H  3.911523  -0.350856  -0.014899  0.25
H  2.880490  0.486306  1.091060  0.21
C  -0.543213  -1.677023  2.000162  -0.41
N  -1.090217  -0.924148  0.853294  -0.64
C  -2.382603  -0.501700  0.777355  0.67
C  -2.677804  0.314840  -0.435824  -0.71
O  -3.197418  -0.662767  1.659446  -0.61
H  -0.533587  -0.946377  2.812547  0.20
H  -1.047672  -2.614579  2.211298  0.21
H  0.488976  -1.950347  1.795443  0.19
H  -0.386341  -0.881887  0.134207  0.41
H  -2.576658  -0.262363  -1.362598  0.23
H  -3.733110  0.572540  -0.470441  0.24
H  -2.024861  1.175536  -0.468085  0.22

Forces on atoms 1 to 6 (eV/Å):
-0.178 -0.781 0.735
0.321 -0.313 -2.203
-0.455 -0.984 1.306
0.371 0.153 1.340
0.189 0.479 -0.399
-0.467 0.622 -0.187

Calculated values
**Relative energy (zero: lowest compared OMol25 entry of this formula, charge and spin)**: 111.66 kJ/mol
**E**: -497.01500 Eh
**SMILES**: CNC(C)=O.CNC(C)=O
**Largest force on an atom**: 2.25 eV/Å
**E_HOMO**: -0.360 hartree

***

Entry 7:
Computed, not measured: a 2-piece molecular cluster, C6H14N2O2 overall, with ωB97M-V/def2-TZVPD.

Each line ends with the natural charge from an NBO analysis.
Cartesian coordinates (Å):
C  0.152085  1.778337  -1.453919  -0.46
N  -0.042167  2.504855  -0.209521  -0.62
C  -0.139671  1.824616  0.973522  0.69
C  -0.135474  2.708713  2.188320  -0.72
O  -0.463998  0.650104  1.078954  -0.64
H  -0.718521  1.954304  -2.115737  0.20
H  1.095400  1.829904  -1.988444  0.21
H  -0.067952  0.705804  -1.415674  0.24
H  0.218624  3.465761  -0.356991  0.40
H  0.848086  3.152608  2.314702  0.22
H  -0.888934  3.482397  2.290151  0.24
H  -0.278304  2.045798  3.026934  0.24
C  -1.350709  -2.185414  -1.639016  -0.42
N  -0.386996  -1.749515  -0.654054  -0.66
C  0.601850  -2.606788  -0.238391  0.68
C  1.393580  -2.107518  0.949873  -0.71
O  0.754930  -3.702963  -0.747912  -0.64
H  -2.122617  -2.777882  -1.127804  0.19
H  -1.784658  -1.322413  -2.141346  0.19
H  -0.911506  -2.824465  -2.401090  0.23
H  -0.560921  -0.941785  -0.045121  0.43
H  0.787674  -1.672340  1.744435  0.23
H  2.022859  -1.315212  0.552998  0.22
H  1.977348  -2.896902  1.415139  0.23

Forces on atoms 1 to 6 (eV/Å):
-2.242 -1.480 -1.176
1.175 -1.548 -1.335
-1.922 1.430 0.142
0.837 -0.366 0.867
0.789 0.138 -0.522
0.700 0.928 -0.211

Calculated values
**Relative energy (zero: lowest compared OMol25 entry of this formula, charge and spin)**: 92.89 kJ/mol
**E**: -497.02215 Eh
**SMILES**: CNC(C)=O.CNC(C)=O
**Largest force on an atom**: 2.93 eV/Å
**E_HOMO**: -0.329 hartree

***

Entry 8:
Computed, not measured: a 2-piece molecular cluster, C6H14N2O2 overall, with ωB97M-V/def2-TZVPD.

Each line ends with the natural charge from an NBO analysis.
Cartesian coordinates (Å):
C  -0.957707  -0.570096  0.090158  -0.46
N  -0.617575  -1.024561  -1.210003  -0.61
C  -0.882349  -0.382405  -2.362646  0.67
C  -0.442189  -1.089623  -3.636215  -0.71
O  -1.399734  0.706398  -2.367279  -0.63
H  -1.725651  0.245494  -0.048834  0.23
H  -1.492751  -1.361205  0.647352  0.20
H  -0.071981  -0.168200  0.674217  0.21
H  -0.018231  -1.798947  -1.214369  0.38
H  -0.239390  -2.164540  -3.537800  0.21
H  0.509922  -0.498882  -3.952395  0.24
H  -1.242501  -0.958697  -4.381763  0.24
C  2.466288  -0.149456  1.639026  -0.44
N  1.339022  0.651246  1.294020  -0.63
C  0.254649  0.834842  2.139890  0.65
C  -1.003542  1.664603  1.879356  -0.71
O  0.359470  0.263932  3.237470  -0.64
H  2.341484  -0.085846  2.780428  0.28
H  2.286471  -1.267503  1.162799  0.18
H  3.378745  0.337369  1.078130  0.22
H  1.012615  1.059987  0.468454  0.39
H  -0.883251  2.479277  0.948359  0.23
H  -1.065179  2.276238  2.793815  0.25
H  -1.906634  1.000574  1.877831  0.26

Forces on atoms 1 to 6 (eV/Å):
-1.470 1.211 0.756
0.193 -0.374 0.063
0.380 -0.608 -0.120
1.052 1.119 -0.440
-0.643 0.968 -0.356
1.007 -0.808 0.083

Calculated values
**Relative energy (zero: lowest compared OMol25 entry of this formula, charge and spin)**: 314.40 kJ/mol
**E**: -496.93778 Eh
**SMILES**: CNC(C)=O.CNC(C)=O
**Largest force on an atom**: 4.23 eV/Å
**E_HOMO**: -0.336 hartree